Entry 1:
Density functional theory data (ωB97M-V/def2-TZVPD) for C29H32FeNO4S as an isolated structure.

Computed properties:
energy above the lowest of the compared OMol25 structures with the same formula, charge and spin	29.1	kcal per mole
energy	-3141.73916	Eh
net charge	0
spin multiplicity	6
<S²>	8.780

CARTESIAN COORDINATES (ANGSTROEM)
C -0.84 -2.05 -0.41
C -0.76 -1.40 -1.68
C 0.59 -1.08 -1.93
H -1.58 -1.27 -2.38
C 1.38 -1.56 -0.83
C 0.50 -2.16 0.11
H 2.46 -1.64 -0.81
C -1.63 1.56 0.97
C -2.31 1.29 -0.24
C -1.54 1.78 -1.33
H -3.27 0.82 -0.34
C -0.30 2.25 -0.81
C -0.37 2.21 0.64
H 0.95 -0.57 -2.81
H 0.82 -2.79 0.92
H -1.72 -2.51 -0.01
H 0.30 2.76 1.31
H -1.82 1.90 -2.39
H -2.06 1.52 1.96
Fe 0.17 0.08 0.43
C 0.87 2.77 -1.64
C 1.46 4.02 -1.00
C 0.46 3.15 -3.06
H 0.63 4.74 -0.91
H 2.21 4.43 -1.68
H 1.91 3.84 -0.01
H -0.30 3.93 -3.00
H 0.08 2.32 -3.68
H 1.35 3.57 -3.54
C 1.81 1.52 -1.63
C 3.05 1.58 -0.77
H 2.03 1.16 -2.64
H 1.24 0.68 -1.12
O 2.89 1.40 0.45
N 4.22 1.58 -1.56
C 4.60 0.18 -1.91
H 5.01 2.12 -1.17
C 3.89 -0.42 -3.12
C 3.79 -1.83 -3.15
H 4.20 -2.39 -2.30
C 3.14 -2.49 -4.19
H 3.03 -3.57 -4.13
C 2.63 -1.76 -5.27
H 2.14 -2.28 -6.08
C 2.75 -0.37 -5.27
H 2.35 0.21 -6.11
C 3.37 0.31 -4.20
H 3.42 1.41 -4.19
H 4.33 -0.49 -1.06
H 5.70 0.08 -2.04
C -3.52 -1.24 8.15
C -2.88 -1.17 6.79
C -3.60 -0.61 5.72
C -3.06 -0.61 4.44
C -1.80 -1.19 4.23
C -1.08 -1.75 5.28
C -1.63 -1.75 6.56
S -1.29 -1.48 2.56
O -0.70 -2.79 2.66
O -2.49 -1.31 1.77
O -0.26 -0.42 2.19
H -3.77 -0.24 8.54
H -4.45 -1.82 8.09
H -2.84 -1.73 8.86
H -4.60 -0.21 5.88
H -3.61 -0.21 3.59
H -0.12 -2.22 5.10
H -1.10 -2.23 7.39

These are the natural (NBO) partial charges, in e, on atoms 1 to 6:
1 C -0.2932
2 C -0.2837
3 C -0.2308
4 H 0.2305
5 C -0.4219
6 C -0.3811

=====

Entry 2:
Density functional theory data (ωB97M-V/def2-TZVPD) for C29H32N4O6Tl as an isolated structure.

Computed properties:
energy above the lowest of the compared OMol25 structures with the same formula, charge and spin	21.4	kcal per mole
energy	-1966.98154	Eh
net charge	+1
spin multiplicity	1

CARTESIAN COORDINATES (ANGSTROEM)
Tl 0.97 -0.82 -0.69
C -2.04 -4.47 -1.80
C -1.47 -3.65 -0.67
O -0.29 -3.37 -0.63
C -2.48 -3.24 0.37
C -2.47 -2.23 1.24
C -3.64 -1.96 2.14
N -1.33 -1.37 1.36
N -1.62 -0.30 1.89
C -0.61 0.69 2.05
O 0.06 1.08 1.11
C -0.56 1.30 3.39
C -1.59 1.13 4.31
C -1.52 1.75 5.55
C -0.41 2.54 5.86
C 0.62 2.69 4.95
C 0.55 2.08 3.71
H -1.29 -4.63 -2.56
H -2.92 -3.98 -2.22
H -2.37 -5.44 -1.41
H -3.39 -3.83 0.35
H -4.43 -2.69 1.96
H -4.03 -0.96 1.96
H -3.33 -2.01 3.18
H -2.45 0.53 4.05
H -2.32 1.63 6.26
H -0.37 3.04 6.82
H 1.48 3.30 5.20
H 1.35 2.19 2.99
C 2.41 -2.48 2.58
O 2.55 -2.31 1.18
C 3.77 -2.84 0.68
C 3.72 -2.88 -0.82
O 3.73 -1.55 -1.31
C 3.70 -1.50 -2.73
H 2.47 -3.54 2.84
H 1.43 -2.10 2.85
H 3.18 -1.93 3.13
H 3.92 -3.85 1.06
H 4.61 -2.22 1.01
H 2.81 -3.40 -1.14
H 4.59 -3.43 -1.19
H 2.82 -2.02 -3.12
H 4.59 -1.96 -3.15
H 3.66 -0.45 -3.01
O -5.90 2.31 -4.71
C -5.44 1.47 -3.76
O -6.19 0.69 -3.25
C -3.99 1.56 -3.37
C -3.07 2.44 -3.94
C -1.76 2.47 -3.51
C -1.33 1.62 -2.49
C -2.25 0.72 -1.94
C -3.56 0.70 -2.37
N -0.02 1.58 -1.98
C 0.67 2.64 -1.92
C 2.05 2.63 -1.37
C 2.82 3.79 -1.45
C 4.08 3.78 -0.87
C 4.52 2.64 -0.23
C 3.68 1.53 -0.21
N 2.48 1.52 -0.78
H -5.21 2.90 -5.03
H -3.35 3.11 -4.74
H -1.05 3.14 -3.99
H -1.91 0.04 -1.16
H -4.28 0.01 -1.94
H 0.28 3.62 -2.21
H 2.43 4.67 -1.94
H 4.71 4.66 -0.93
H 5.49 2.60 0.24
H 4.00 0.60 0.26

These are the Löwdin partial charges, in e, on atoms 1 to 6:
1 Tl 1.0549
2 C -0.0054
3 C -0.4316
4 O -0.0532
5 C 0.0456
6 C -0.2647

=====

Entry 3:
Density functional theory data (ωB97M-V/def2-TZVPD) for C29H32N7OV as an isolated structure.

Computed properties:
energy above the lowest of the compared OMol25 structures with the same formula, charge and spin	0.0	kcal per mole
energy	-2526.72295	Eh
net charge	0
spin multiplicity	3
<S²>	2.039

CARTESIAN COORDINATES (ANGSTROEM)
V -0.56 0.63 0.06
C -1.83 -1.74 -3.38
C -1.06 -0.97 -2.35
N -1.69 -0.28 -1.34
C -3.13 -0.13 -1.28
C -3.57 -0.20 0.19
N -2.49 0.27 1.10
C -2.79 1.32 2.07
C -2.44 2.68 1.47
N -1.09 2.64 0.88
C 0.02 3.27 1.64
C 1.20 2.30 1.82
N 1.28 1.48 0.63
C 2.36 1.03 0.09
C 3.73 1.36 0.59
C 2.10 0.14 -1.04
C 3.05 -0.43 -1.84
C 2.62 -1.26 -2.93
C 1.29 -1.47 -3.14
C 0.31 -0.87 -2.30
N 0.76 -0.05 -1.25
H -2.51 -1.10 -3.95
H -2.44 -2.53 -2.93
H -1.15 -2.21 -4.09
H -3.68 -0.89 -1.84
H -3.44 0.85 -1.68
H -3.80 -1.24 0.45
H -4.48 0.38 0.36
H -2.10 -0.53 1.59
H -2.16 1.14 2.94
H -3.83 1.31 2.39
H -2.54 3.47 2.22
H -3.14 2.91 0.66
H -1.13 3.08 -0.03
H -0.33 3.61 2.61
H 0.36 4.15 1.09
H 0.99 1.62 2.65
H 2.11 2.85 2.05
H 3.83 1.07 1.64
H 3.92 2.44 0.52
H 4.50 0.85 0.02
H 4.10 -0.27 -1.66
H 3.35 -1.73 -3.57
H 0.97 -2.09 -3.97
N 2.00 -6.04 7.30
C 1.72 -5.29 6.48
C 1.37 -4.34 5.45
C 1.52 -2.98 5.68
C 1.19 -2.07 4.70
C 0.69 -2.50 3.46
C 0.55 -3.87 3.24
C 0.89 -4.79 4.22
C 0.34 -1.56 2.44
C 0.03 -0.77 1.57
H 1.91 -2.63 6.64
H 1.30 -1.01 4.88
H 0.18 -4.21 2.29
H 0.78 -5.85 4.05
O -0.66 2.63 -1.75
N -0.34 2.23 -2.94
C -1.30 1.88 -3.82
C -0.97 1.40 -5.07
C 0.37 1.25 -5.41
C 1.34 1.62 -4.50
C 0.96 2.11 -3.26
H -2.30 2.01 -3.46
H -1.76 1.13 -5.75
H 0.65 0.85 -6.38
H 2.39 1.51 -4.71
H 1.65 2.39 -2.48

These are the natural (NBO) partial charges, in e, on atoms 1 to 6:
1 V 1.3074
2 C -0.6453
3 C 0.1418
4 N -0.6924
5 C -0.2148
6 C -0.2157

=====

Entry 4:
Density functional theory data (ωB97M-V/def2-TZVPD) for C29H33DyF4N5S3 as an isolated structure.

Computed properties:
energy above the lowest of the compared OMol25 structures with the same formula, charge and spin	0.0	kcal per mole
energy	-3877.48535	Eh
net charge	+1
spin multiplicity	6
<S²>	9.339

CARTESIAN COORDINATES (ANGSTROEM)
Dy -0.47 0.55 -1.01
C -1.25 1.82 -4.10
C -2.55 1.34 -3.48
N -2.63 1.52 -2.01
C -3.82 0.80 -1.49
C -3.83 0.74 0.04
C -2.72 2.99 -1.72
C -1.80 3.48 -0.63
N -0.50 2.79 -0.75
C 0.65 3.47 -0.58
C 1.85 2.85 -1.02
F 1.68 1.60 -1.55
C 3.11 3.39 -0.87
F 4.15 2.70 -1.33
C 3.28 4.62 -0.25
C 2.13 5.22 0.22
F 2.21 6.40 0.85
C 0.86 4.68 0.09
F -0.17 5.27 0.73
H -1.33 1.70 -5.19
H -0.38 1.26 -3.77
H -1.04 2.89 -3.95
H -2.65 0.27 -3.69
H -3.39 1.85 -3.98
H -3.79 -0.20 -1.89
H -4.73 1.30 -1.87
H -2.98 0.16 0.40
H -4.76 0.27 0.37
H -3.81 1.74 0.49
H -3.76 3.24 -1.44
H -2.50 3.55 -2.64
H -2.26 3.31 0.36
H -1.70 4.56 -0.74
H 4.25 5.10 -0.16
C 1.25 2.37 2.74
N -0.05 2.28 3.45
C 0.18 1.95 4.89
C -1.06 1.39 2.75
C -0.52 0.01 2.49
C -0.50 -0.89 3.55
C 0.13 -2.12 3.40
C 0.71 -2.44 2.17
C 0.62 -1.56 1.12
C -0.01 -0.30 1.21
H 1.85 3.17 3.17
H 1.10 2.58 1.68
H 1.78 1.42 2.81
H -0.47 3.20 3.44
H 0.71 1.01 4.97
H -0.78 1.91 5.40
H 0.77 2.74 5.33
H -1.29 1.92 1.81
H -1.93 1.41 3.40
H -0.99 -0.63 4.49
H 0.16 -2.81 4.21
H 1.25 -3.37 2.08
H 1.05 -1.85 0.16
S -0.69 -5.82 0.84
C -0.39 -4.73 -0.37
S -1.42 -3.38 -0.78
C -0.28 -2.82 -1.95
N 0.78 -3.54 -2.08
N 0.68 -4.64 -1.21
C 1.75 -5.57 -1.30
C 1.47 -6.90 -1.51
C 2.53 -7.78 -1.61
C 3.84 -7.33 -1.51
C 4.09 -5.99 -1.30
C 3.03 -5.10 -1.18
S -0.47 -1.32 -2.95
H 0.46 -7.24 -1.61
H 2.31 -8.83 -1.78
H 4.67 -8.01 -1.60
H 5.10 -5.60 -1.22
H 3.21 -4.04 -1.06

These are the Löwdin partial charges, in e, on atoms 1 to 6:
1 Dy 1.4569
2 C -0.1002
3 C -0.2816
4 N -0.2795
5 C -0.2360
6 C -0.0582

=====

Entry 5:
Density functional theory data (ωB97M-V/def2-TZVPD) for C29H33FeN3O7P as an isolated structure.

Computed properties:
energy	-3420.91000	Eh
net charge	-1
spin multiplicity	5
<S²>	6.018

CARTESIAN COORDINATES (ANGSTROEM)
Fe 0.49 0.16 0.62
C -2.14 2.85 -1.38
C -0.65 2.96 -1.73
C -0.43 3.65 -3.07
P 0.14 1.31 -1.50
C 1.74 1.41 -2.41
C 2.42 0.03 -2.43
C 2.65 2.44 -1.72
C -0.83 0.06 -2.37
C -1.34 0.19 -3.66
C -2.12 -0.78 -4.26
C -2.69 -0.61 -5.65
C -2.38 -1.93 -3.51
C -1.88 -2.11 -2.24
C -1.07 -1.13 -1.62
N -0.55 -1.27 -0.36
C -0.73 -2.49 0.34
C 0.01 -3.62 0.00
C 1.03 -3.55 -1.11
C -0.15 -4.80 0.74
C -1.03 -4.87 1.81
C -1.15 -6.13 2.64
C -1.76 -3.73 2.13
C -1.63 -2.55 1.42
C -2.44 -1.34 1.80
H -2.58 3.85 -1.31
H -2.28 2.35 -0.42
H -2.68 2.29 -2.14
H -0.17 3.55 -0.95
H -0.88 3.11 -3.90
H 0.63 3.79 -3.29
H -0.89 4.64 -3.04
H 1.54 1.71 -3.44
H 2.60 -0.33 -1.41
H 3.38 0.09 -2.93
H 1.80 -0.71 -2.94
H 2.80 2.17 -0.67
H 2.22 3.44 -1.73
H 3.63 2.48 -2.21
H -1.12 1.09 -4.23
H -2.29 0.29 -6.12
H -3.78 -0.51 -5.63
H -2.46 -1.46 -6.29
H -3.00 -2.72 -3.95
H -2.10 -3.02 -1.69
H 1.77 -2.78 -0.89
H 0.56 -3.29 -2.06
H 1.54 -4.51 -1.22
H 0.44 -5.67 0.47
H -0.94 -7.02 2.04
H -2.14 -6.23 3.07
H -0.43 -6.11 3.46
H -2.44 -3.76 2.98
H -3.02 -1.54 2.70
H -3.13 -1.06 1.00
H -1.81 -0.47 2.00
O 1.57 -1.32 4.20
C 1.53 -0.48 3.31
O 1.56 -0.72 2.04
C 1.55 0.99 3.70
C 2.15 1.34 4.88
C 2.31 2.69 5.22
C 1.91 3.69 4.36
C 1.30 3.35 3.17
C 1.00 2.00 2.84
O 0.25 1.68 1.86
N 0.98 4.46 2.27
O 0.65 4.21 1.13
O 0.97 5.59 2.73
N 2.94 3.06 6.48
O 3.11 4.24 6.72
O 3.31 2.16 7.21
H 2.51 0.56 5.53
H 2.09 4.72 4.61

These are the Löwdin partial charges, in e, on atoms 1 to 6:
1 Fe 0.7601
2 C -0.1095
3 C -0.5288
4 C -0.1079
5 P 1.0656
6 C -0.5485

=====

Entry 6:
Density functional theory data (ωB97M-V/def2-TZVPD) for an isolated ion of composition C29H33N2O2Si and charge +1.

Computed properties:
SMILES	COc1ccc(C(=C[C@H](c2ccccc2)[n+]2ccn([Si](C)(C)C)c2)c2ccc(OC)cc2)cc1
energy	-1674.17056	Eh
net charge	+1
spin multiplicity	1

CARTESIAN COORDINATES (ANGSTROEM)
C 7.50 -2.94 1.42
O 6.27 -3.47 1.97
C 5.14 -2.72 1.86
C 3.92 -3.37 2.16
C 2.73 -2.74 1.87
C 2.70 -1.42 1.39
C 1.42 -0.73 1.11
C 0.37 -1.44 0.59
C -1.05 -0.99 0.56
C -2.08 -2.04 0.98
C -3.39 -1.61 1.16
C -4.41 -2.54 1.43
C -4.10 -3.91 1.52
C -2.78 -4.33 1.35
C -1.76 -3.39 1.10
N -1.38 -0.59 -0.77
C -0.99 -1.28 -1.91
C -1.49 -0.61 -2.96
N -2.21 0.50 -2.48
Si -3.00 1.85 -3.44
C -2.32 3.49 -2.90
C -4.83 1.70 -3.23
C -2.49 1.49 -5.18
C -2.12 0.46 -1.14
C 1.35 0.73 1.38
C 2.07 1.34 2.44
C 1.97 2.69 2.68
C 1.12 3.49 1.89
O 1.05 4.82 2.19
C 0.16 5.64 1.40
C 0.40 2.91 0.82
C 0.57 1.56 0.56
C 3.93 -0.76 1.16
C 5.14 -1.39 1.37
H 8.23 -3.71 1.61
H 7.40 -2.76 0.33
H 7.79 -2.00 1.92
H 3.96 -4.38 2.57
H 1.78 -3.26 2.05
H 0.59 -2.39 0.08
H -1.16 -0.15 1.25
H -3.61 -0.54 1.13
H -5.43 -2.19 1.57
H -4.88 -4.63 1.73
H -2.52 -5.39 1.42
H -0.72 -3.71 1.01
H -0.35 -2.15 -1.88
H -1.40 -0.78 -4.02
H -2.86 4.25 -3.49
H -2.49 3.71 -1.83
H -1.25 3.58 -3.11
H -5.27 2.54 -3.81
H -5.20 0.76 -3.65
H -5.16 1.79 -2.19
H -2.99 2.25 -5.80
H -1.40 1.59 -5.31
H -2.81 0.49 -5.51
H -2.57 1.18 -0.47
H 2.70 0.73 3.08
H 2.54 3.17 3.48
H 0.30 6.64 1.81
H 0.43 5.62 0.34
H -0.89 5.32 1.53
H -0.28 3.49 0.19
H 0.09 1.13 -0.31
H 3.93 0.26 0.78
H 6.07 -0.87 1.13

These are the natural (NBO) partial charges, in e, on atoms 1 to 6:
1 C -0.2580
2 O -0.4888
3 C 0.3481
4 C -0.2662
5 C -0.1759
6 C -0.0589

=====

Number 2 is which compound? C29H32N4O6Tl

=====

Among the records above, which one has the lowest net charge? C29H33FeN3O7P

=====

Look up the spin multiplicity of the third one. 3

=====

Copy entry 4 word for word.
Density functional theory data (ωB97M-V/def2-TZVPD) for C29H33DyF4N5S3 as an isolated structure.

Computed properties:
energy above the lowest of the compared OMol25 structures with the same formula, charge and spin	0.0	kcal per mole
energy	-3877.48535	Eh
net charge	+1
spin multiplicity	6
<S²>	9.339

CARTESIAN COORDINATES (ANGSTROEM)
Dy -0.47 0.55 -1.01
C -1.25 1.82 -4.10
C -2.55 1.34 -3.48
N -2.63 1.52 -2.01
C -3.82 0.80 -1.49
C -3.83 0.74 0.04
C -2.72 2.99 -1.72
C -1.80 3.48 -0.63
N -0.50 2.79 -0.75
C 0.65 3.47 -0.58
C 1.85 2.85 -1.02
F 1.68 1.60 -1.55
C 3.11 3.39 -0.87
F 4.15 2.70 -1.33
C 3.28 4.62 -0.25
C 2.13 5.22 0.22
F 2.21 6.40 0.85
C 0.86 4.68 0.09
F -0.17 5.27 0.73
H -1.33 1.70 -5.19
H -0.38 1.26 -3.77
H -1.04 2.89 -3.95
H -2.65 0.27 -3.69
H -3.39 1.85 -3.98
H -3.79 -0.20 -1.89
H -4.73 1.30 -1.87
H -2.98 0.16 0.40
H -4.76 0.27 0.37
H -3.81 1.74 0.49
H -3.76 3.24 -1.44
H -2.50 3.55 -2.64
H -2.26 3.31 0.36
H -1.70 4.56 -0.74
H 4.25 5.10 -0.16
C 1.25 2.37 2.74
N -0.05 2.28 3.45
C 0.18 1.95 4.89
C -1.06 1.39 2.75
C -0.52 0.01 2.49
C -0.50 -0.89 3.55
C 0.13 -2.12 3.40
C 0.71 -2.44 2.17
C 0.62 -1.56 1.12
C -0.01 -0.30 1.21
H 1.85 3.17 3.17
H 1.10 2.58 1.68
H 1.78 1.42 2.81
H -0.47 3.20 3.44
H 0.71 1.01 4.97
H -0.78 1.91 5.40
H 0.77 2.74 5.33
H -1.29 1.92 1.81
H -1.93 1.41 3.40
H -0.99 -0.63 4.49
H 0.16 -2.81 4.21
H 1.25 -3.37 2.08
H 1.05 -1.85 0.16
S -0.69 -5.82 0.84
C -0.39 -4.73 -0.37
S -1.42 -3.38 -0.78
C -0.28 -2.82 -1.95
N 0.78 -3.54 -2.08
N 0.68 -4.64 -1.21
C 1.75 -5.57 -1.30
C 1.47 -6.90 -1.51
C 2.53 -7.78 -1.61
C 3.84 -7.33 -1.51
C 4.09 -5.99 -1.30
C 3.03 -5.10 -1.18
S -0.47 -1.32 -2.95
H 0.46 -7.24 -1.61
H 2.31 -8.83 -1.78
H 4.67 -8.01 -1.60
H 5.10 -5.60 -1.22
H 3.21 -4.04 -1.06

These are the Löwdin partial charges, in e, on atoms 1 to 6:
1 Dy 1.4569
2 C -0.1002
3 C -0.2816
4 N -0.2795
5 C -0.2360
6 C -0.0582